The following is a DFT calculation (ωB97M-V with the def2-TZVPD basis set) of a molecular structure, C3H4FN3 at a distorted geometry.

The calculation puts the relative energy (zero: lowest compared OMol25 entry of this formula, charge and spin) at 86.34 kcal per mole. The value obtained for the HOMO energy is -8.8 eV. As for the calculated total energy: -380.72214 a.u. For the HOMO-LUMO gap, the calculation gives 9.84 eV. The largest force on an atom comes out at 8.14 eV/A. The lowest unoccupied orbital energy comes out at 1.01 eV.

XYZ file:
```
11
Properties=species:S:1:pos:R:3:nbo_charge:R:1
N -0.216 1.339 0.205 -0.250
C -0.462 0.144 0.115 0.184
F 1.638 -1.687 -0.523 -0.279
N 1.059 1.650 0.047 -0.237
C 1.338 -0.508 -0.164 0.494
C -1.472 -0.842 0.047 -0.689
H -2.444 -0.465 -0.404 0.235
H 1.371 2.539 0.314 0.393
H -1.055 -1.623 -0.591 0.246
N 1.986 0.617 -0.102 -0.338
H -1.745 -1.163 1.057 0.242
```

The following is a DFT calculation (ωB97M-V with the def2-TZVPD basis set) of C2H2N4O2 in the gas phase at a distorted geometry.

The calculation puts the relative energy (zero: lowest compared OMol25 entry of this formula, charge and spin) at 167.35 kcal per mole. The value obtained for the HOMO energy is -9.3 eV. As for the calculated total energy: -446.70603 a.u. For the HOMO-LUMO gap, the calculation gives 7.53 eV. The largest force on an atom comes out at 5.32 eV/A. Its SMILES is O/N=c1\ncnno1. The lowest unoccupied orbital energy comes out at -1.77 eV.

XYZ file:
```
10
Properties=species:S:1:pos:R:3:nbo_charge:R:1
H 2.308 0.771 -0.260 0.453
C -1.230 0.938 0.010 0.249
O -0.363 -1.482 -0.257 -0.337
N 0.003 0.786 -0.294 -0.460
H -1.598 2.019 0.056 0.224
N -1.803 -1.334 0.029 0.235
N -2.223 -0.151 0.415 -0.213
C 0.496 -0.478 -0.113 0.494
N 1.671 -0.988 0.186 -0.119
O 2.739 -0.081 0.227 -0.525
```

The following is a DFT calculation (ωB97M-V with the def2-TZVPD basis set) of a molecular structure, C38H40N9NaOP at a distorted geometry.

The calculation puts the relative energy (zero: lowest compared OMol25 entry of this formula, charge and spin) at 14.95 kcal per mole. The value obtained for the HOMO energy is -10.6 eV. As for the calculated total energy: -2543.56325 a.u. Its net charge is +1. For the HOMO-LUMO gap, the calculation gives 8.27 eV. The largest force on an atom comes out at 1.33 eV/A. The lowest unoccupied orbital energy comes out at -2.33 eV.

XYZ file:
```
90
Properties=species:S:1:pos:R:3:mulliken_charge:R:1
C 4.537 -2.684 1.815 -0.670
C -3.006 0.753 1.696 -0.419
N 1.777 -0.309 1.074 0.150
N -0.914 2.604 -3.725 1.153
H 2.901 -0.712 -1.420 0.046
H 1.533 -0.364 -4.147 0.461
H 1.999 1.692 -2.535 0.202
C 1.700 -0.878 -3.200 -0.771
C -0.695 -3.862 -3.305 -0.970
H -4.199 -2.675 0.435 0.382
N -0.726 2.420 -2.447 -0.257
C -0.568 -4.106 3.159 -0.425
N -1.485 1.598 -4.327 -1.116
H 2.409 0.464 0.885 0.259
C 0.442 -4.302 -2.647 -0.872
H 5.599 -2.672 2.003 0.423
H -1.842 0.740 4.052 0.351
H 0.744 -1.012 -2.699 -0.066
N 0.350 4.437 0.769 0.321
C -1.659 0.747 -3.325 -0.458
H -2.787 -0.656 4.562 0.434
H 1.090 -5.018 -3.126 0.469
C 0.874 8.060 0.307 -1.197
C 0.691 5.659 0.171 1.424
N -1.200 1.234 -2.176 0.117
C -0.355 2.934 2.194 -1.406
H -0.754 2.413 3.039 0.565
C -1.526 -2.936 -2.698 -0.784
H -2.101 -0.216 -3.443 0.536
N 0.272 2.265 1.186 0.045
C 1.495 8.087 -0.941 0.382
H 0.006 4.356 -3.849 0.259
C -3.858 -1.709 0.782 -0.581
Na -0.361 0.240 0.033 0.955
C 1.957 9.315 -1.472 0.036
C -3.178 -1.613 1.982 -0.178
H 0.024 6.862 1.830 0.314
H -1.064 -5.220 4.919 0.432
N 2.349 10.307 -1.890 -0.463
H -1.206 -0.905 3.834 0.115
C -1.233 -2.465 -1.430 0.292
C 3.834 -3.876 1.855 -0.847
C -2.758 -0.378 2.463 0.814
C -2.101 -0.286 3.804 -1.515
H 4.355 -4.793 2.081 0.445
H 1.432 4.782 -1.643 0.476
H -1.331 -5.029 -0.009 0.336
C -0.125 -2.953 -0.742 1.176
H -2.302 -6.925 1.204 0.424
H -2.747 1.730 2.076 0.606
H 1.253 2.955 -0.512 0.557
P 0.001 -2.491 1.022 1.087
H 3.586 0.113 -2.834 0.359
C -1.118 -5.175 3.840 -0.769
H -2.193 -7.021 3.664 0.397
C -4.097 -0.573 0.022 -0.511
H -0.469 3.660 -5.343 0.293
H 0.721 8.978 0.854 0.463
H -2.424 -2.608 -3.204 0.566
H 1.237 -0.043 1.891 0.253
H -1.891 -1.752 -0.948 -0.211
C -0.639 -4.034 1.768 0.493
C 1.795 -2.700 1.347 0.346
C 3.877 -1.498 1.548 -0.569
O 2.098 1.090 -1.789 -0.289
C 0.687 3.186 0.362 -0.689
C -1.269 -5.058 1.070 -0.514
C -1.816 -6.131 1.755 -0.718
N -0.641 3.765 -4.352 -0.546
H 2.163 6.922 -2.611 0.459
C 0.724 -3.862 -1.365 -0.483
H -0.070 -3.318 3.710 0.359
H 1.922 -4.818 1.658 0.523
C -0.327 4.271 1.952 -0.214
C -1.750 -6.189 3.137 -0.568
H 1.588 -4.242 -0.837 0.380
H -0.748 5.075 2.514 0.452
C 2.467 -3.886 1.625 -0.431
C 1.682 6.897 -1.644 -1.197
C 2.657 -0.111 -2.296 -0.237
H -0.938 -4.253 -4.280 0.423
H 2.114 -1.860 -3.407 0.424
C 1.276 5.697 -1.095 -0.023
C 0.480 6.857 0.854 -0.432
H 4.424 -0.565 1.537 0.479
C 2.507 -1.496 1.328 -1.099
H -4.639 -0.643 -0.911 0.483
H -3.869 1.557 -0.090 0.426
H -2.989 -2.504 2.564 0.548
C -3.659 0.658 0.477 -0.672
```

The following is a DFT calculation (ωB97M-V with the def2-TZVPD basis set) of 2 unconnected molecules or ions with the total composition H6N2.

The calculation puts the relative energy (zero: lowest compared OMol25 entry of this formula, charge and spin) at 2.45 kcal per mole. The value obtained for the HOMO energy is -10.3 eV. As for the calculated total energy: -113.10030 a.u. For the HOMO-LUMO gap, the calculation gives 11.13 eV. The largest force on an atom comes out at 0.51 eV/A. Its SMILES is N.N. The lowest unoccupied orbital energy comes out at 0.87 eV.

XYZ file:
```
8
Properties=species:S:1:pos:R:3:nbo_charge:R:1
H 0.842 1.372 -0.981 0.354
H -0.692 -0.991 2.721 0.358
H 0.190 0.041 -1.699 0.357
H -1.294 -0.545 1.254 0.355
N 0.844 0.817 -1.843 -1.070
N -0.639 -1.185 1.716 -1.070
H 0.446 1.409 -2.579 0.358
H 0.302 -0.919 1.410 0.357
```

The following is a DFT calculation (ωB97M-V with the def2-TZVPD basis set) of C4H8N2 in the gas phase at a distorted geometry.

The calculation puts the relative energy (zero: lowest compared OMol25 entry of this formula, charge and spin) at 41.65 kcal per mole. The value obtained for the HOMO energy is -8.3 eV. As for the calculated total energy: -266.65563 a.u. For the HOMO-LUMO gap, the calculation gives 9.16 eV. The largest force on an atom comes out at 3.44 eV/A. Its SMILES is CN1C=NCC1. The lowest unoccupied orbital energy comes out at 0.89 eV.

XYZ file:
```
14
Properties=species:S:1:pos:R:3:nbo_charge:R:1
C 0.885 0.850 1.134 -0.275
H 2.098 -0.314 -0.489 0.204
H -0.095 -1.001 -2.512 0.197
C 1.100 0.332 -0.389 -0.234
H -1.449 -1.555 -1.634 0.211
H -2.149 -0.138 0.228 0.184
N -0.660 0.836 1.328 -0.477
H 1.449 0.267 1.919 0.207
C -1.035 0.073 0.391 0.261
H 0.111 -2.400 -1.128 0.189
C -0.408 -1.393 -1.506 -0.391
N -0.117 -0.442 -0.516 -0.474
H 1.096 2.050 1.348 0.213
H 1.128 1.155 -1.193 0.187
```

The following is a DFT calculation (ωB97M-V with the def2-TZVPD basis set) of 4 unconnected molecules or ions with the total composition C4H17N2O2 at a distorted geometry.

The calculation puts the relative energy (zero: lowest compared OMol25 entry of this formula, charge and spin) at 117.16 kcal per mole. The value obtained for the HOMO energy (spin up / spin down) is -17.8 / -17.6 eV. As for the calculated total energy: -421.71941 a.u. Its net charge is +2. The spin multiplicity is 2. For the HOMO-LUMO gap (spin up / spin down), the calculation gives 5.92 / 4.38 eV. The largest force on an atom comes out at 4.75 eV/A. The lowest unoccupied orbital energy (spin up / spin down) comes out at -11.86 / -13.18 eV.

XYZ file:
```
25
Properties=species:S:1:pos:R:3:nbo_charge:R:1
H 1.423 -1.865 -0.459 0.268
H 1.286 1.396 -1.946 0.441
H -2.933 -1.328 -1.549 0.490
N -1.100 0.524 0.914 -0.648
H 1.587 -2.542 3.324 0.289
H -3.134 0.035 -2.188 0.519
H 1.678 0.970 0.718 0.275
H 2.809 -2.308 1.418 0.333
H 2.813 0.352 -0.561 0.361
H -2.402 3.221 -2.092 0.501
H -0.142 0.209 0.788 0.329
C 2.145 -1.435 1.523 -0.555
H -2.111 2.059 -1.099 0.459
H -1.295 0.811 1.875 0.429
H 0.200 -2.074 2.232 0.214
H 0.127 0.399 -1.357 0.405
O -2.343 2.255 -1.996 -0.929
C 1.476 -1.060 0.279 0.343
C 1.785 0.347 -0.184 -0.412
H 0.851 -0.887 3.275 0.243
N 0.841 1.081 -1.078 -0.511
C 1.145 -1.770 2.703 -0.546
H 2.771 -0.606 1.839 0.268
H -1.675 -0.226 0.514 0.433
O -2.518 -0.467 -1.656 -0.999
```